Entry 1:
The following is a quantum chemistry calculation of a cluster of 2 separate species, C31H33Br2ClN3O5 in total in a non-equilibrium geometry, from the OMol25 dataset.

Structure (XYZ):
```
75
C31H33Br2ClN3O5 (ωB97M-V/def2-TZVPD)
C 5.75824 -3.23788 -0.10672
C 5.63444 -1.73795 0.12963
C 4.24579 -1.18727 -0.22879
C 4.21985 -0.58314 -1.65140
C 3.37164 0.64266 -1.76297
C 3.79948 1.85309 -1.23314
Cl 5.34486 1.91925 -0.44089
C 3.05300 3.00526 -1.27918
C 1.79913 3.02180 -1.86843
C 0.97689 4.24510 -1.87096
Br -0.68477 4.15136 -0.91111
C 1.28669 5.41013 -2.44319
C 0.42402 6.62519 -2.42380
Br 2.92104 5.57862 -3.38863
C 1.33543 1.82230 -2.41344
C 2.10598 0.66369 -2.35449
C 1.47740 -0.56607 -2.93458
O 2.06836 -1.37043 -3.61547
C 0.01344 -0.68802 -2.64598
C -0.72122 0.45457 -2.73306
C -2.08453 0.46414 -2.51776
C -2.70436 -0.71310 -2.14999
N -4.15205 -0.69753 -1.92284
C -4.68625 -0.25731 -2.93989
O -5.17571 0.16384 -3.87035
C -1.97565 -1.86821 -2.01046
C -2.72021 -3.08415 -1.53107
C -3.03469 -2.88301 -0.01673
C -0.61193 -1.88653 -2.28561
C 0.15828 -3.17037 -2.12615
O 0.23427 -3.54917 -0.73816
O 0.72153 -2.43509 -0.01629
C -0.00067 1.71082 -3.06986
O -0.44797 2.54120 -3.82235
H 5.60856 -3.48169 -1.15604
H 5.08982 -3.82622 0.51623
H 6.77228 -3.55235 0.13363
H 6.40716 -1.25221 -0.46069
H 5.88674 -1.52754 1.16780
H 3.58459 -2.05038 -0.24249
H 3.87890 -0.49965 0.52733
H 3.90322 -1.34733 -2.34256
H 5.22276 -0.31045 -1.96884
H 3.41992 3.91288 -0.82694
H 0.21370 6.89774 -1.39383
H -0.51847 6.41616 -2.91932
H 0.90210 7.46619 -2.91024
H -2.63100 1.38876 -2.63047
H -2.12305 -3.97903 -1.61100
H -3.66322 -3.16597 -2.05533
H -4.10531 -2.82614 0.14260
H -2.54991 -3.61249 0.62290
H -2.63692 -1.90828 0.27223
H 1.16726 -3.10686 -2.50752
H -0.36779 -3.97505 -2.62718
H -0.06984 -2.04478 0.37977
C -3.27957 0.78136 1.77862
C -2.28850 0.14454 2.73018
N -2.81097 -0.02588 4.09480
C -4.04632 -0.52088 4.44181
C -4.10036 -0.53499 5.79582
N -2.89238 -0.06138 6.25170
C -2.12956 0.23607 5.20440
C -2.49018 0.08517 7.65390
H -3.63250 1.73107 2.18151
H -2.79800 0.94622 0.81621
H -4.14391 0.13918 1.60786
H -1.39171 0.75812 2.80165
H -1.98943 -0.83668 2.35842
H -4.75449 -0.80936 3.68667
H -4.86557 -0.83270 6.48994
H -1.12416 0.61866 5.24866
H -2.21986 1.12006 7.84704
H -1.64132 -0.56312 7.85617
H -3.31987 -0.19634 8.29332
```

Output
F_max	2.42	eV/A
E_HOMO	-10.6404	eV
total charge	+1
frontier orbital gap	7.710	eV

***

Entry 2:
The following is a quantum chemistry calculation of a structure of composition C31H33Br2N9O2STa, from the OMol25 dataset.

Structure (XYZ):
```
79
C31H33Br2N9O2STa (ωB97M-V/def2-TZVPD)
Ta -0.21854 -0.01228 -0.18602
N 1.98917 1.84935 3.43939
C 1.11483 1.46992 2.50036
S 1.75824 0.62576 1.09366
N -0.14218 1.69532 2.62189
N -0.91801 1.28992 1.53405
C -2.08852 1.86803 1.60203
C -3.22216 1.69770 0.75649
C -4.37001 2.48600 0.94456
C -5.50205 2.24023 0.19836
C -5.51185 1.18320 -0.71149
C -4.39394 0.38306 -0.90624
C -3.24404 0.66144 -0.18410
O -2.14304 -0.08345 -0.32534
H 2.96726 1.63088 3.36688
H 1.65729 2.32285 4.26538
H -2.19768 2.55672 2.43582
H -4.36221 3.27568 1.68596
H -6.38928 2.84141 0.33618
H -6.41415 0.97817 -1.27295
H -4.40874 -0.43882 -1.61055
Br 4.88616 -0.25122 -5.06035
C 3.55548 -0.16790 -3.77036
C 2.77790 0.96915 -3.60443
C 1.80318 0.96185 -2.63420
N 1.53190 -0.07574 -1.81990
C 2.32997 -1.16447 -1.95756
C 3.32523 -1.23699 -2.91433
C 2.18008 -2.24384 -0.96260
C 2.87416 -3.43837 -1.06209
C 2.84149 -4.33505 -0.00282
Br 3.73948 -5.96101 -0.10752
C 2.15191 -3.96591 1.14461
C 1.45220 -2.77801 1.13540
N 1.40204 -1.94652 0.08717
H 2.92657 1.85004 -4.21191
H 1.21157 1.84663 -2.49415
H 3.95751 -2.10730 -2.98472
H 3.44837 -3.68490 -1.94122
H 2.15146 -4.58814 2.02808
H 0.92246 -2.48096 2.02582
O -0.95423 -1.53680 1.27697
C -1.79512 -2.60137 0.78156
C -1.56698 -2.79704 -0.69513
C -2.15121 -3.89476 -1.30239
C -1.96842 -4.09928 -2.65984
C -1.19139 -3.19505 -3.36904
C -0.63601 -2.12775 -2.69676
N -0.81550 -1.92021 -1.38248
H -1.17308 -1.29531 2.18792
H -2.84199 -2.35942 0.96935
H -1.53472 -3.51572 1.31689
H -2.74173 -4.58170 -0.71000
H -2.42199 -4.94802 -3.15384
H -1.01694 -3.30773 -4.42946
H -0.03683 -1.39996 -3.22694
C -0.36248 5.71694 -0.17758
C 0.71835 4.79033 0.32991
N 0.40880 3.42442 -0.10253
C -0.37216 3.08096 -1.13005
N -0.58298 1.74721 -1.35001
C -1.26092 1.41594 -2.63144
C -2.34717 2.41588 -2.97650
C -1.71725 3.77986 -3.08051
N -0.89404 4.03952 -1.89579
C -0.55757 5.45656 -1.65576
H -0.07773 6.75475 -0.01556
H -1.29890 5.54181 0.35640
H 0.77511 4.78999 1.41756
H 1.69466 5.08268 -0.06236
H 0.91792 2.67337 0.33601
H -1.69349 0.41966 -2.55130
H -0.52425 1.37727 -3.44204
H -3.11864 2.41711 -2.20771
H -2.81609 2.14206 -3.92125
H -2.47476 4.55989 -3.13647
H -1.09227 3.86610 -3.97393
H -1.38260 6.04650 -2.04873
H 0.33805 5.71767 -2.22571
```

Output
energy above the lowest of the compared OMol25 structures with the same formula, charge and spin	8.7	kcal per mole
F_max	0.64	eV/A
E_HOMO	-16.0870	eV
total charge	+3
frontier orbital gap	6.520	eV

***

Entry 3:
The following is a quantum chemistry calculation of a structure of composition C31H33Br2NO2PPrS4 in a non-equilibrium geometry, from the OMol25 dataset.

Structure (XYZ):
```
75
C31H33Br2NO2PPrS4 (ωB97M-V/def2-TZVPD)
Pr -7.61357 -9.03217 14.47458
C -5.82878 -6.35322 16.61777
C -6.12351 -5.48289 15.45522
S -6.70991 -6.28520 13.97694
C -8.25848 -5.45635 13.49551
C -9.38413 -5.40256 14.51094
S -9.78107 -7.00332 15.14763
C -9.82428 -6.73529 16.95622
C -8.52985 -6.22672 17.43741
S -7.24959 -7.43819 17.09258
H -5.51994 -5.76414 17.46647
H -4.98090 -7.04658 16.48292
H -5.19574 -4.85996 15.19655
H -6.76462 -4.67576 15.72372
H -8.62056 -5.99926 12.62427
H -7.96630 -4.42455 13.19587
H -10.31709 -4.93057 14.12676
H -9.14597 -4.78642 15.37022
H -10.05906 -7.69211 17.41471
H -10.69441 -6.11513 17.21072
H -8.52438 -5.95547 18.52239
H -8.31308 -5.31588 16.94124
O -8.14855 -8.22291 12.30454
C -7.75768 -9.35175 11.80403
O -6.74612 -9.96463 12.24547
C -8.74566 -10.13756 10.96061
C -8.51496 -10.36892 9.59774
C -9.46637 -11.04379 8.87347
C -10.64364 -11.46227 9.51642
C -10.87498 -11.20314 10.87832
C -9.91243 -10.51245 11.58874
P -10.30374 -10.17860 13.41139
C -11.83057 -9.12585 13.14529
C -11.78503 -8.04336 12.22762
C -12.95202 -7.39692 11.95931
C -14.14177 -7.69682 12.61906
C -14.21904 -8.77611 13.49365
C -13.04488 -9.46780 13.76028
C -10.86911 -11.73498 14.26544
C -11.14632 -13.00917 13.71066
C -11.59693 -14.01852 14.53332
C -11.73685 -13.81491 15.88007
C -11.52078 -12.59157 16.48443
C -11.06936 -11.56476 15.66622
H -7.57569 -10.07278 9.08116
H -9.32654 -11.25594 7.82796
H -11.37519 -12.10399 9.00254
H -11.75340 -11.56286 11.40996
H -10.83517 -7.78752 11.72347
H -12.92952 -6.56804 11.22410
H -15.07869 -7.19994 12.32215
H -15.12763 -8.91682 14.11085
H -13.07986 -10.37226 14.39476
H -11.00151 -13.22422 12.69296
H -11.74885 -15.03473 14.11463
H -12.09441 -14.63636 16.44913
H -11.58807 -12.47409 17.53499
H -11.12330 -10.56513 16.11658
Br -7.30548 -12.25015 14.33470
C -7.70815 -12.69355 16.20648
Br -8.05366 -11.02365 17.05105
H -6.89364 -13.26562 16.60641
H -8.66667 -13.22444 16.12759
S -4.92216 -9.49375 15.26938
C -3.83175 -8.92411 14.02393
N -4.32030 -8.68047 12.76255
C -3.58641 -8.12801 11.75121
C -2.22496 -7.92539 11.91752
C -1.69273 -8.26188 13.13695
C -2.46858 -8.71117 14.18544
H -5.24779 -9.07617 12.55142
H -4.07349 -8.01829 10.83407
H -1.59080 -7.61694 11.12733
H -0.62266 -8.24298 13.18308
H -1.99704 -8.89036 15.23383
```

Output
F_max	2.79	eV/A
multiplicity	3
E_HOMO (alpha / beta)	-13.2675 / -13.2684	eV
total charge	+2
frontier orbital gap (alpha / beta)	7.980 / 8.151	eV

***

Entry 4:
The following is a quantum chemistry calculation of a structure of composition C31H33FI2N5O6Pb in a non-equilibrium geometry, from the OMol25 dataset.

Structure (XYZ):
```
79
C31H33FI2N5O6Pb (ωB97M-V/def2-TZVPD)
Pb 0.55231 -0.04286 -0.19969
I 5.31220 -5.63998 -3.92611
C 4.45166 -3.91198 -3.09176
C 4.29915 -2.78404 -3.89178
C 3.72668 -1.66470 -3.30118
I 3.65175 0.18605 -4.28853
C 3.24673 -1.70159 -1.99702
O 2.76872 -0.68076 -1.46164
C 3.31004 -2.88752 -1.23251
C 2.68825 -2.95526 0.10306
N 1.24567 -2.66643 0.10487
C 0.47235 -3.76516 -0.52668
C -0.66449 -3.20469 -1.37388
C -1.60969 -4.04623 -1.99942
C -2.55280 -3.56696 -2.89049
C -2.64503 -2.13684 -3.05543
C -1.77648 -1.33534 -2.32365
N -0.84695 -1.88152 -1.43891
C 3.97492 -3.94119 -1.80467
H 4.68623 -2.72909 -4.91633
H 2.84323 -3.93528 0.46603
H 3.16936 -2.21104 0.82441
H 0.97250 -2.55938 1.04251
H 1.09444 -4.38777 -1.14289
H 0.05994 -4.47148 0.21614
H -1.39710 -5.11458 -1.93384
H -3.19628 -4.24221 -3.42162
H -3.42545 -1.61425 -3.58437
H -1.71705 -0.24986 -2.49951
H 4.12120 -4.85159 -1.20280
F 3.85223 2.39732 0.77851
C 2.80912 3.00688 0.23817
C 2.31980 2.64602 -0.97335
N 1.33645 3.39717 -1.58147
C 0.76812 2.98241 -2.87685
C -0.06642 1.72018 -2.94900
O -0.18497 1.13067 -4.03261
O -0.69704 1.38992 -1.87981
C 0.70709 4.41502 -0.93969
O -0.20183 5.13016 -1.36591
N 1.14697 4.63713 0.34797
C 2.22688 4.04256 1.02784
O 2.50515 4.35703 2.15189
H 2.73243 1.80707 -1.56470
H 1.60773 2.85820 -3.53526
H 0.19842 3.83061 -3.19602
H 0.57718 5.27256 0.86636
C -3.02691 3.29704 -0.37229
N -3.00095 2.90925 1.03182
C -4.29424 2.55135 1.48676
C -2.01067 1.82826 1.16493
C -1.82541 1.44405 2.60870
C -2.01948 2.41583 3.59376
C -1.78408 2.09665 4.95239
C -1.58500 0.80268 5.30673
C -1.28283 -0.16215 4.34954
C -1.32194 0.18820 2.96697
H -3.66866 4.20454 -0.62666
H -3.44645 2.53278 -1.03066
H -2.02058 3.46653 -0.66585
H -5.01862 3.32707 1.19349
H -4.34368 2.28855 2.53130
H -4.68385 1.61424 1.03244
H -1.16288 2.32562 0.76635
H -2.40336 0.97843 0.55129
H -2.33174 3.41574 3.33772
H -1.88850 2.89099 5.71182
H -1.31689 0.57241 6.36194
H -0.94679 -1.20033 4.65944
C 1.35547 -1.04348 3.08287
O 0.16996 -1.65214 2.54262
C -0.81959 -0.80738 1.93310
C -1.97228 -1.71417 1.53745
H 1.99287 -0.68103 2.31339
H 1.94114 -1.76785 3.68519
H 1.17422 -0.30627 3.81668
H -1.74055 -2.55946 0.79360
H -2.81786 -1.09082 1.15827
H -2.35319 -2.19254 2.45653
```

Output
energy above the lowest of the compared OMol25 structures with the same formula, charge and spin	0.0	kcal per mole
F_max	2.84	eV/A
E_HOMO	-4.2322	eV
total charge	-1
frontier orbital gap	6.393	eV

***

Entry 5:
The following is a quantum chemistry calculation of a structure of composition C31H33InN4S5Si in a non-equilibrium geometry, from the OMol25 dataset.

Structure (XYZ):
```
75
C31H33InN4S5Si (ωB97M-V/def2-TZVPD)
In 1.34186 0.32776 -1.06105
N -2.14573 2.64171 -3.09984
C -2.30847 3.96646 -2.68472
C -3.35989 4.71300 -3.18602
C -3.52965 6.03571 -2.79633
C -2.63336 6.62003 -1.92598
C -1.58406 5.87022 -1.40513
C -1.43201 4.54807 -1.77074
S -0.12407 3.58177 -1.02613
N -0.20368 2.14885 -1.87076
C -1.08520 1.84225 -2.74904
C -0.99398 0.52288 -3.38679
C -1.66409 0.19827 -4.57233
C -1.59960 -1.09914 -5.04671
C -0.83465 -2.03126 -4.35826
C -0.14086 -1.60377 -3.24058
N -0.24030 -0.38150 -2.75871
H -2.81400 2.30355 -3.77272
H -4.04796 4.25278 -3.88015
H -4.36795 6.59468 -3.18170
H -2.74655 7.65487 -1.64172
H -0.88579 6.30610 -0.70667
H -2.21090 0.94191 -5.13321
H -2.13674 -1.37897 -5.94219
H -0.76694 -3.05454 -4.68732
H 0.51335 -2.26685 -2.69154
C 2.22079 -1.64285 -0.39013
Si 1.49070 -1.97802 1.29877
C -0.38349 -1.55555 1.14226
N -0.64871 -0.22469 0.60078
C -0.56912 0.81112 1.65047
C -1.85061 1.62542 1.79470
C -3.03193 0.68750 2.02871
C -3.13924 -0.32755 0.87728
C -1.94423 -0.18994 -0.07126
C 2.35574 -1.01307 2.67454
C 1.92662 -1.08832 3.99672
C 2.59337 -0.40653 4.99919
C 3.68784 0.38591 4.68974
C 4.12120 0.47872 3.37862
C 3.46744 -0.22932 2.38744
C 1.63091 -3.84256 1.62031
C 0.79832 -4.75727 0.98556
C 1.00413 -6.11922 1.10533
C 2.06071 -6.59392 1.86382
C 2.88984 -5.69842 2.51823
C 2.67359 -4.33870 2.39412
H 2.00328 -2.42212 -1.11445
H 3.29195 -1.47059 -0.37341
H -0.90235 -1.70326 2.09704
H -0.79071 -2.28605 0.43998
H 0.26658 1.48853 1.43928
H -0.35481 0.33016 2.60858
H -2.01845 2.24076 0.90918
H -1.73354 2.30107 2.64104
H -3.95426 1.26188 2.13114
H -2.87774 0.16487 2.97475
H -4.05485 -0.16605 0.30694
H -3.18009 -1.34832 1.25837
H -2.02159 0.75323 -0.61210
H -1.96650 -0.98820 -0.81921
H 1.06422 -1.69393 4.24285
H 2.25870 -0.48515 6.02436
H 4.20358 0.92710 5.47044
H 4.96389 1.10560 3.12444
H 3.82996 -0.16713 1.37160
H -0.02307 -4.39791 0.38226
H 0.35245 -6.81439 0.59523
H 2.23879 -7.65659 1.94124
H 3.71493 -6.06255 3.11228
H 3.32219 -3.63772 2.89816
S 2.35518 2.25486 0.34847
S 3.57869 3.04726 -1.08943
S 4.32977 1.42926 -2.08998
S 2.75114 0.75783 -3.18793
```

Output
energy above the lowest of the compared OMol25 structures with the same formula, charge and spin	18.1	kcal per mole
F_max	1.41	eV/A
E_HOMO	-6.8920	eV
frontier orbital gap	6.011	eV

***

Entry 6:
The following is a quantum chemistry calculation of a structure of composition C31H33N9O4STi, from the OMol25 dataset.

Structure (XYZ):
```
79
C31H33N9O4STi (ωB97M-V/def2-TZVPD)
Ti -0.65711 -0.31552 0.36342
C -3.49846 -0.73144 -0.22940
N -2.79092 -0.22535 0.97415
C -3.13436 1.18465 1.26341
C -2.07066 1.75418 2.16220
C -2.29432 2.83339 2.99538
C -1.25299 3.28986 3.79175
C -0.02743 2.65041 3.72929
C 0.12275 1.58188 2.86313
N -0.88243 1.14020 2.10735
C -3.04789 -1.08206 2.16698
C -1.82569 -1.67184 2.82714
C -1.97558 -2.39745 3.99731
C -0.86765 -3.00249 4.56604
C 0.36345 -2.86776 3.94436
C 0.44063 -2.11748 2.78695
N -0.62934 -1.52282 2.24435
C -2.90816 -2.07837 -0.54991
C -3.58626 -3.05948 -1.24511
C -2.95230 -4.27881 -1.44133
C -1.67922 -4.47534 -0.92454
C -1.05807 -3.43158 -0.26717
N -1.66087 -2.24920 -0.10151
H -3.34055 -0.00953 -1.03718
H -4.57374 -0.82665 -0.05006
H -4.11329 1.24096 1.74835
H -3.19139 1.72866 0.32051
H -3.27098 3.29708 3.02607
H -1.40577 4.12839 4.45747
H 0.80901 2.97059 4.33332
H 1.06283 1.05634 2.75443
H -3.70300 -1.90428 1.87136
H -3.60161 -0.49905 2.90566
H -2.95406 -2.49249 4.44898
H -0.96628 -3.57676 5.47718
H 1.25603 -3.32861 4.34129
H 1.37917 -1.96612 2.27733
H -4.58895 -2.87968 -1.60684
H -3.45107 -5.07279 -1.98036
H -1.15792 -5.41362 -1.04334
H -0.04937 -3.51827 0.11286
N 0.99340 3.53614 0.43435
C 1.08148 3.23727 -0.99533
C -0.29077 3.30679 -1.64116
C -1.24218 2.17823 -1.32650
O -2.34054 2.04493 -1.80206
O -0.79711 1.31971 -0.39563
H 0.73873 4.51060 0.56150
H 1.90876 3.43985 0.85989
H 1.50983 2.23868 -1.12256
H 1.73753 3.92445 -1.54247
H -0.22238 3.35182 -2.72907
H -0.80418 4.23267 -1.36181
N 3.31832 1.92503 -6.16721
C 2.75796 1.21997 -5.16284
C 1.47098 1.53940 -4.68757
C 0.90745 0.81384 -3.66634
C 1.61410 -0.23554 -3.06843
C 2.87659 -0.58765 -3.56354
C 3.44314 0.13636 -4.57910
S 0.83049 -1.22570 -1.90000
O -0.58645 -0.77368 -1.84795
O 1.12170 -2.60389 -2.12222
N 1.14691 -0.82185 -0.32476
C 2.44464 -0.71809 0.17046
N 2.53105 -0.12851 1.36654
C 3.76668 0.00876 1.85507
C 4.88616 -0.41720 1.16525
C 4.66624 -1.00446 -0.06973
N 3.44396 -1.16589 -0.57518
H 2.79527 2.63069 -6.65424
H 4.18733 1.63708 -6.57957
H 0.90835 2.33526 -5.15873
H -0.10854 1.01829 -3.36655
H 3.39472 -1.43805 -3.14921
H 4.41852 -0.14009 -4.95794
H 3.85538 0.47537 2.82963
H 5.88028 -0.29704 1.56783
H 5.49005 -1.36535 -0.67408
```

Output
energy above the lowest of the compared OMol25 structures with the same formula, charge and spin	6.3	kcal per mole
F_max	0.39	eV/A
E_HOMO	-12.8174	eV
total charge	+2
frontier orbital gap	6.109	eV